(1)
{
  "formula": "C30H22AsN3O6S5SbTc",
  "method": "wB97M-V/def2-TZVPD",
  "symbols": ["Tc", "O", "S", "O", "O", "O", "O", "N", "O", "C", "C", "C", "C", "C", "C", "N", "C", "C", "N", "C", "C", "C", "C", "H", "H", "H", "H", "H", "H", "H", "S", "Sb", "S", "S", "S", "C", "C", "C", "C", "C", "C", "As", "C", "C", "C", "C", "C", "C", "C", "C", "C", "C", "C", "C", "H", "H", "H", "H", "H", "H", "H", "H", "H", "H", "H", "H", "H", "H", "H"],
  "positions_angstrom": [[0.809904, -0.333351, 1.566938], [0.535567, 0.080423, 5.271906], [0.645653, -0.116533, 3.885666], [2.010216, -0.479139, 3.347472], [-0.212151, -1.136775, 3.206605], [0.363009, 1.106741, 2.996380], [1.504815, -6.970646, -1.073288], [0.377346, -6.533446, -1.145169], [-0.552487, -7.058394, -1.710292], [0.097112, -5.218582, -0.509958], [-1.205076, -4.855361, -0.444076], [-1.603315, -3.574217, 0.035226], [-2.932606, -3.148263, 0.182270], [-3.164581, -1.877566, 0.652732], [-2.096439, -1.026239, 0.924113], [-0.832867, -1.390923, 0.752624], [-0.590820, -2.663762, 0.365649], [0.769777, -3.065024, 0.360214], [1.636845, -2.111398, 0.783944], [2.908125, -2.454918, 0.920010], [3.374327, -3.729449, 0.614176], [2.518730, -4.685955, 0.119649], [1.154854, -4.363520, -0.025983], [-1.956622, -5.555521, -0.783142], [-3.750086, -3.817818, -0.048474], [-4.172338, -1.521187, 0.808066], [-2.273194, -0.033362, 1.314890], [3.588641, -1.696572, 1.271417], [4.421680, -3.949153, 0.759631], [2.884645, -5.665292, -0.136599], [4.688014, 2.961698, 2.298704], [6.460432, 1.194906, 2.977267], [2.995750, 1.941744, 2.627384], [2.695870, 0.893491, 0.966347], [5.812417, -0.434858, 1.612244], [2.496098, 4.424493, -2.527162], [2.901323, 3.107518, -2.372950], [2.128076, 2.224386, -1.635702], [0.954621, 2.662710, -1.022912], [0.520356, 3.969248, -1.227816], [1.293723, 4.845013, -1.976107], [-0.163352, 1.377726, -0.052557], [-1.453573, 2.511033, 0.849699], [-0.967979, 3.499742, 1.704273], [-1.838883, 4.220780, 2.503104], [-3.201742, 3.963260, 2.455204], [-3.694165, 2.999377, 1.587464], [-2.826741, 2.271770, 0.787619], [-1.105627, 0.710759, -1.630333], [-2.025488, 1.530845, -2.280992], [-2.645192, 1.089771, -3.439868], [-2.329421, -0.155795, -3.965853], [-1.369077, -0.946129, -3.352385], [-0.752786, -0.514047, -2.188176], [3.103333, 5.117144, -3.092839], [3.816143, 2.763546, -2.834913], [2.427793, 1.186035, -1.544723], [-0.421503, 4.304119, -0.810474], [0.956541, 5.861327, -2.126124], [0.096802, 3.704393, 1.734214], [-1.458902, 4.975782, 3.177116], [-3.880755, 4.516938, 3.088462], [-4.756103, 2.799448, 1.546300], [-3.215195, 1.536324, 0.092036], [-2.238933, 2.516822, -1.883974], [-3.374392, 1.716764, -3.933677], [-2.812602, -0.496674, -4.870874], [-1.094385, -1.898022, -3.786877], [0.020819, -1.108160, -1.712758]],
  "atomic_forces_ev_per_a": [[1.36, 0.74, -0.94], [-0.11, -0.16, 0.12], [-0.13, 1.28, 1.81], [0.18, -0.58, -0.41], [-0.64, -0.91, -0.04], [-0.49, 0.23, 0.15], [-0.05, -0.03, 0.01], [-0.21, 0.03, -0.02], [0.16, -0.08, 0.05], [-0.30, 0.23, 0.09], [0.11, -0.35, -0.11], [0.33, 0.47, 0.13], [0.11, 0.07, 0.03], [-0.14, -0.07, -0.12], [-0.05, 0.01, 0.08], [-0.16, -0.09, 0.15], [-0.11, -0.20, -0.16], [0.08, -0.23, -0.23], [0.18, -0.39, -0.05], [0.08, -0.09, -0.12], [-0.06, -0.05, -0.09], [0.12, 0.16, 0.08], [0.05, 0.18, -0.01], [0.01, 0.01, -0.04], [-0.02, -0.02, -0.02], [0.00, 0.04, 0.03], [0.04, -0.02, 0.03], [-0.04, 0.03, 0.11], [0.02, -0.02, -0.01], [-0.03, -0.01, 0.00], [0.01, -0.03, 0.18], [-0.36, -0.61, -0.83], [0.25, -0.13, -0.65], [-0.08, -0.17, 0.44], [0.19, 0.79, 0.73], [-0.06, -0.05, 0.00], [0.11, -0.03, -0.07], [-0.14, -0.07, 0.18], [0.12, -0.12, 0.25], [-0.12, -0.10, 0.21], [0.02, 0.01, 0.00], [-0.80, 0.72, -1.19], [0.07, -0.11, 0.26], [0.15, -0.14, -0.08], [-0.02, 0.06, 0.02], [0.03, -0.04, -0.06], [-0.06, -0.03, 0.04], [0.20, -0.09, -0.16], [0.11, -0.20, 0.13], [0.12, 0.07, 0.25], [0.01, -0.05, 0.01], [0.02, 0.06, 0.00], [0.07, -0.11, -0.02], [0.03, 0.15, 0.20], [0.01, 0.00, -0.03], [0.02, -0.02, -0.03], [0.04, 0.02, -0.22], [0.07, 0.05, 0.03], [-0.02, 0.01, 0.01], [-0.02, 0.01, 0.12], [0.04, 0.03, -0.02], [0.00, 0.01, 0.01], [-0.02, 0.04, -0.05], [-0.08, 0.02, 0.08], [-0.11, -0.04, -0.07], [0.01, 0.04, -0.01], [-0.01, -0.02, -0.01], [0.01, -0.01, -0.01], [-0.05, -0.09, -0.12]],
  "lumo_energy_ha": [-0.3301, -0.3301],
  "e_homo_ha": [-0.5212, -0.5212],
  "charge": 2,
  "de_lowest_kcal_mol": 23.8
}

***

(2)
{
  "formula": "C14H22BrF16GaN4O6P",
  "method": "wB97M-V/def2-TZVPD",
  "symbols": ["N", "C", "N", "N", "C", "Ga", "N", "C", "C", "O", "Br", "P", "O", "O", "O", "H", "H", "H", "H", "H", "H", "H", "H", "H", "H", "H", "H", "H", "H", "C", "C", "C", "F", "F", "F", "F", "O", "C", "C", "F", "F", "F", "F", "H", "H", "H", "H", "C", "C", "C", "F", "F", "F", "F", "O", "C", "C", "F", "F", "F", "F", "H", "H", "H", "H"],
  "positions_angstrom": [[0.751177, 0.567768, 1.381401], [-0.169774, 0.569224, 0.227165], [0.601953, 0.757364, -1.027377], [-0.742824, -0.769820, 0.238271], [-1.181442, 1.702807, 0.405230], [-2.791619, 1.694656, -0.849269], [-2.384201, 1.493488, -2.709968], [-4.291278, 0.372025, -0.348016], [-4.335910, 0.019591, 1.062798], [-4.600760, 0.696563, 1.995907], [-3.882148, -1.910295, 1.448952], [-3.784667, 3.855428, -0.627761], [-5.050284, 4.111123, -1.338939], [-2.658711, 4.988718, -1.064146], [-3.984093, 4.170034, 0.977095], [1.586902, 0.043372, 1.145499], [1.018681, 1.533089, 1.540513], [0.088517, 1.351930, -1.669178], [1.455968, 1.247175, -0.791024], [-0.890412, -1.034803, 1.201873], [-1.617291, -0.825808, -0.264813], [-0.653128, 2.653668, 0.250796], [-1.554000, 1.686233, 1.436383], [-1.693088, 0.781880, -2.909107], [-2.073250, 2.368956, -3.112179], [-4.223278, -0.501240, -0.994441], [-5.230407, 0.889386, -0.570781], [-1.880950, 4.860293, -0.508056], [-3.131951, 4.032567, 1.409987], [0.475148, -0.801961, -7.090478], [0.545938, -2.217330, -7.682269], [-0.644166, -3.154827, -7.458801], [-0.842174, -3.408830, -6.156067], [-0.383741, -4.331662, -8.081918], [1.691514, -2.825222, -7.312866], [0.595930, -2.044500, -9.040967], [1.130547, -0.547579, -5.868028], [0.510579, -0.745159, -4.653992], [1.209689, -1.822680, -3.815782], [1.292873, -2.976781, -4.521524], [0.493976, -2.053029, -2.709103], [-0.797846, -1.007911, -4.805927], [0.617530, 0.417075, -3.981732], [1.020461, -0.189691, -7.807712], [-0.550413, -0.429993, -7.082256], [-1.552663, -2.727139, -7.891079], [2.216301, -1.492556, -3.551890], [1.397965, -0.521066, 6.602762], [1.649981, -0.303444, 5.102830], [2.395649, -1.401819, 4.338694], [3.637611, -1.592575, 4.839268], [2.518641, -1.036267, 3.047889], [2.252933, 0.890626, 4.906059], [0.417936, -0.250373, 4.539351], [2.276811, 0.096775, 7.531771], [3.429347, -0.487568, 7.962001], [4.670115, 0.320882, 7.561510], [4.732206, 0.486196, 6.229687], [5.774194, -0.353480, 7.962152], [3.531962, -1.773126, 7.585091], [3.403938, -0.472866, 9.318648], [0.445843, -0.026812, 6.785973], [1.249162, -1.576409, 6.832220], [1.841417, -2.342921, 4.383400], [4.647073, 1.298649, 8.046266]],
  "atomic_forces_ev_per_a": [[-0.22, 0.32, -0.43], [0.38, 0.03, 0.24], [0.00, -0.01, 0.18], [0.30, 0.00, -0.03], [-0.34, -0.17, -0.06], [0.22, 0.21, -0.01], [-0.18, -0.06, 0.35], [-0.24, -0.50, -0.23], [-0.15, 0.72, -0.03], [0.06, -0.19, 0.09], [0.11, -0.32, 0.04], [-0.19, -0.27, -0.12], [-0.04, 0.19, 0.00], [-0.13, -0.09, 0.20], [0.27, 0.15, -0.25], [-0.01, -0.09, 0.01], [0.13, -0.06, 0.14], [-0.07, -0.06, -0.04], [-0.01, 0.08, -0.08], [-0.30, 0.00, 0.00], [-0.05, -0.03, -0.01], [0.00, 0.05, 0.09], [0.02, -0.01, 0.01], [0.05, 0.04, -0.11], [0.06, -0.05, -0.14], [0.07, 0.02, 0.09], [0.20, 0.22, -0.01], [0.15, 0.10, -0.15], [-0.15, -0.11, 0.28], [-0.12, 0.60, -0.20], [0.28, -0.01, 0.27], [-0.08, -0.07, -0.15], [0.04, 0.03, 0.08], [-0.01, 0.01, 0.00], [-0.06, -0.01, -0.01], [-0.08, 0.03, -0.06], [0.19, -0.68, 0.04], [-0.11, 0.40, -0.29], [0.08, 0.00, 0.13], [0.00, 0.00, -0.06], [-0.05, -0.04, 0.01], [-0.02, -0.11, 0.04], [-0.04, -0.01, 0.02], [0.02, -0.02, -0.01], [-0.07, -0.19, 0.06], [0.00, 0.03, 0.03], [-0.02, 0.02, 0.02], [-0.43, -0.15, 0.36], [0.16, 0.28, 0.11], [-0.10, -0.12, -0.19], [0.02, 0.04, 0.11], [0.14, -0.02, 0.11], [0.02, -0.07, -0.01], [-0.07, -0.08, -0.01], [0.31, 0.19, -0.43], [-0.29, -0.07, 0.09], [0.09, 0.09, 0.03], [0.00, -0.06, -0.04], [0.01, 0.01, 0.01], [0.03, -0.02, -0.09], [0.03, -0.06, 0.10], [0.01, 0.03, -0.02], [0.17, -0.05, -0.12], [-0.01, 0.01, 0.04], [-0.02, -0.01, 0.01]],
  "lumo_energy_ha": 0.0772,
  "e_homo_ha": -0.2047,
  "charge": -1,
  "de_lowest_kcal_mol": 5.0
}